(1)
Here is a structure of composition C47H55N4NaO2P2 from the Open Molecules 2025 dataset. Energies are from ωB97M-V/def2-TZVPD.

```
111
Properties=species:S:1:pos:R:3
Na -1.6118 -0.5780 -0.7833
C -0.3540 2.5662 4.9867
C -1.1160 2.5031 3.6607
C -1.5045 1.0590 3.3534
C -0.2993 3.1606 2.5701
C 0.7334 2.4929 1.9197
C 1.4711 3.1160 0.9230
C 1.2155 4.4316 0.5527
C 2.0094 5.1013 -0.5371
C 0.2057 5.1113 1.2277
C -0.5392 4.4842 2.2142
H -0.9496 2.1448 5.7998
H -0.0950 3.5947 5.2444
H 0.5731 2.0000 4.9088
H -2.0323 3.0919 3.7709
H -0.6184 0.4211 3.2798
H -2.0750 0.9363 2.4316
H -2.1105 0.6640 4.1713
H 0.9654 1.4670 2.1841
H 2.2636 2.5670 0.4245
H 1.3523 5.6127 -1.2420
H 2.5985 4.3733 -1.0945
H 2.6966 5.8451 -0.1279
H -0.0149 6.1405 0.9643
H -1.3357 5.0295 2.7101
C 0.5584 -4.2264 1.1734
C 1.2275 -3.9200 -0.1320
C 2.4514 -4.4909 -0.4636
C 3.0273 -4.1975 -1.6868
C 2.3437 -3.3720 -2.5585
C 1.1133 -2.8626 -2.1583
N 0.5727 -3.1055 -0.9670
C 0.3198 -2.0495 -3.1243
C -0.0860 -2.6276 -4.3207
C -0.8222 -1.8658 -5.2093
C -1.0714 -0.5435 -4.8994
C -0.6137 -0.0448 -3.6876
N 0.0404 -0.7893 -2.7922
C -0.8473 1.3818 -3.3348
C -0.6151 2.3731 -4.2786
C -0.8716 3.6878 -3.9249
C -1.3705 3.9498 -2.6639
C -1.5849 2.8950 -1.7764
C -2.1868 3.1479 -0.4314
N -1.3009 1.6324 -2.1068
H -0.3428 -4.8122 0.9897
H 0.2657 -3.3026 1.6718
H 1.2107 -4.7989 1.8328
H 2.9384 -5.1600 0.2342
H 3.9907 -4.6106 -1.9577
H 2.7439 -3.1165 -3.5303
H 0.1470 -3.6645 -4.5221
H -1.2092 -2.2978 -6.1221
H -1.6577 0.0831 -5.5562
H -0.2313 2.1139 -5.2557
H -0.6870 4.4930 -4.6247
H -1.5950 4.9608 -2.3504
H -2.0854 4.1946 -0.1563
H -1.7187 2.5286 0.3316
H -3.2438 2.8799 -0.4420
O -4.0406 -1.5074 -4.2082
C -4.2873 -0.8509 -3.2104
C -5.5884 -0.0590 -3.0229
C -5.4468 0.5367 -1.6299
C -4.0540 0.0842 -1.2082
O -3.5247 0.4106 -0.1364
N -3.4655 -0.7074 -2.1272
H -6.4391 -0.7298 -3.1414
H -5.6545 0.6896 -3.8130
H -6.1705 0.1524 -0.9090
H -5.5070 1.6254 -1.5956
C -3.0159 -3.9899 1.9087
P -3.0343 -2.9359 0.3954
C -4.8468 -2.6459 0.3301
C -2.8889 -4.2024 -0.9222
H -3.6234 -4.8886 1.7765
H -3.4342 -3.4101 2.7337
H -2.0067 -4.2814 2.1901
H -5.4010 -3.5706 0.5082
H -5.1170 -2.2614 -0.6524
H -5.1271 -1.9045 1.0789
H -3.5563 -5.0517 -0.7565
H -1.8585 -4.5531 -0.9860
H -3.1345 -3.7277 -1.8750
C 3.6074 -2.6468 2.5628
P 2.5309 -1.2884 1.9410
C 3.1752 0.0620 3.0033
C 4.0770 1.0327 2.5752
C 4.5099 2.0249 3.4447
C 4.0664 2.0458 4.7581
C 3.1769 1.0752 5.1990
C 2.7204 0.1039 4.3217
C 3.2915 -0.8730 0.3306
C 2.5588 -0.0539 -0.5265
C 3.0760 0.3371 -1.7543
C 4.3305 -0.1009 -2.1503
C 5.0630 -0.9330 -1.3143
C 4.5475 -1.3138 -0.0843
H 3.5445 -3.5047 1.8950
H 3.2312 -2.9467 3.5416
H 4.6489 -2.3444 2.6755
H 4.4398 1.0209 1.5548
H 5.1997 2.7819 3.0933
H 4.4060 2.8193 5.4348
H 2.8213 1.0883 6.2215
H 1.9994 -0.6319 4.6643
H 1.5694 0.3022 -0.2507
H 2.4816 0.9678 -2.4033
H 4.7340 0.1976 -3.1098
H 6.0413 -1.2843 -1.6187
H 5.1369 -1.9586 0.5553
```

## Properties
Energy relative to the best compared isomer or geometry (same formula, charge and spin) ... 0.000 eV
HOMO ... -8.18 eV
Net charge ... 0
Orbital gap ... 0.3142 Eh


(2)
Here is a cluster of 2 separate species, C35H43NO6 in total at a distorted geometry from the Open Molecules 2025 dataset. Energies are from ωB97M-V/def2-TZVPD.

```
85
Properties=species:S:1:pos:R:3
C -5.2505 3.0309 -0.3650
C -4.4324 2.0205 -1.1021
C -3.7877 1.0033 -0.3991
C -3.0527 0.0186 -1.0539
C -2.4247 -1.0350 -0.1759
C -2.9159 0.0758 -2.4562
C -2.0659 -0.9600 -3.1985
C -2.7688 -2.3263 -3.2420
C -0.6150 -1.0785 -2.6364
C 0.0594 0.2252 -2.5099
C 1.4030 0.4854 -2.2112
C 1.9266 1.8045 -2.5069
C 1.1043 2.8182 -3.2381
C 3.2288 2.1301 -2.1511
C 4.0720 1.2129 -1.5186
C 5.4503 1.6363 -1.1369
C 3.5918 -0.0749 -1.2504
C 2.3084 -0.4707 -1.6058
C 1.9096 -1.8866 -1.3394
C -3.5684 1.1019 -3.1732
C -3.4752 1.2045 -4.6735
C -4.3075 2.0606 -2.4900
H -5.6764 3.7492 -1.0709
H -6.0720 2.5549 0.1857
H -4.6462 3.5755 0.3708
H -3.8612 0.9562 0.6898
H -2.3162 -2.0109 -0.6611
H -1.4384 -0.7185 0.1995
H -3.0508 -1.2023 0.7128
H -1.9517 -0.6333 -4.2411
H -3.7777 -2.2085 -3.6623
H -2.2155 -3.0277 -3.8802
H -2.8689 -2.7663 -2.2425
H -0.6474 -1.5981 -1.6677
H -0.0500 -1.7202 -3.3372
H -0.5642 1.0743 -2.8108
H 1.6638 3.7540 -3.3240
H 0.8467 2.4929 -4.2586
H 0.1653 3.0365 -2.7111
H 3.6008 3.1307 -2.3820
H 5.9985 0.8075 -0.6756
H 6.0175 1.9823 -2.0131
H 5.4262 2.4775 -0.4271
H 4.2674 -0.7993 -0.7773
H 2.7834 -2.4935 -1.0722
H 1.2064 -1.9491 -0.4960
H 1.4484 -2.3587 -2.2167
H -4.0969 2.0443 -5.0066
H -2.4505 1.4010 -5.0215
H -3.8327 0.2970 -5.1788
H -4.7986 2.8575 -3.0580
C 4.5250 1.9921 2.9391
C 3.0275 2.1029 2.9759
O 2.5650 0.7320 2.8121
C 1.2293 0.6539 2.7299
C 0.6638 -0.7047 2.5889
C 1.4972 -1.8907 2.3024
O 1.0557 -2.9913 1.9408
O 2.8304 -1.7538 2.4348
C 3.5497 -2.9913 2.1324
C 5.0038 -2.6069 2.1730
C -0.6535 -0.9102 3.0759
C -1.3304 -2.1802 2.9976
C -2.5869 -2.4072 3.5339
C -3.2553 -1.3799 4.2313
N -4.5703 -1.5932 4.7447
O -5.1611 -0.6456 5.3151
O -5.0923 -2.7252 4.6053
C -2.6455 -0.1137 4.3391
C -1.4052 0.1103 3.7683
O 0.5704 1.6999 2.7688
H 4.9798 2.9873 2.9501
H 4.9004 1.4343 3.8101
H 4.8340 1.4743 2.0191
H 2.6688 2.5313 3.9273
H 2.6448 2.7119 2.1438
H 3.3014 -3.7759 2.8672
H 3.2536 -3.3322 1.1308
H 5.6485 -3.4848 2.0521
H 5.2191 -1.9208 1.3398
H 5.2639 -2.1164 3.1223
H -0.8108 -3.0094 2.5341
H -3.0690 -3.3772 3.4318
H -3.1745 0.6809 4.8599
H -0.9753 1.0982 3.8705
```

## Properties
HOMO ... -6.20 eV
Net charge ... 0
Orbital gap ... 0.1092 Eh


(3)
Here is a structure of composition C16H24FeN4O4SSi from the Open Molecules 2025 dataset. Energies are from ωB97M-V/def2-TZVPD.

```
51
Properties=species:S:1:pos:R:3
Fe 0.1454 -0.8126 -0.8991
N -2.2116 5.1600 3.2896
C -1.5348 4.4114 2.3480
C -1.8789 3.0721 2.1259
C -1.2405 2.3418 1.1449
C -0.2419 2.9295 0.3788
C 0.1159 4.2501 0.5951
C -0.5265 4.9873 1.5711
S 0.5559 2.0080 -0.8884
O 1.4491 2.8850 -1.5830
O -0.4767 1.3350 -1.6906
N 1.2690 0.7364 -0.2024
C 1.5497 0.5540 1.1203
N 1.9768 1.5420 1.9082
C 2.2824 1.1995 3.1536
C 2.1757 -0.0959 3.6328
C 1.6616 -1.0323 2.7495
N 1.3279 -0.7202 1.5067
H -2.7306 4.6668 3.9941
H -1.7861 6.0164 3.5976
H -2.6564 2.6155 2.7273
H -1.5099 1.3057 0.9767
H 0.9005 4.6888 -0.0055
H -0.2481 6.0209 1.7372
H 2.6280 2.0029 3.7960
H 2.4623 -0.3581 4.6398
H 1.4898 -2.0599 3.0507
C -3.9698 -1.0201 0.7037
C -2.8430 -1.1732 -0.2732
C -3.1008 -1.5804 -1.6886
O -1.6995 -0.9431 0.0920
H -4.9430 -1.1936 0.2541
H -3.9303 -0.0178 1.1325
H -3.8120 -1.7268 1.5201
H -4.0692 -2.0556 -1.8227
H -2.2930 -2.2263 -2.0349
H -3.0697 -0.6689 -2.2945
C 2.1318 -4.5186 -1.5572
Si 1.6699 -3.0848 -2.6794
C 1.1373 -3.7706 -4.3424
C 3.1758 -1.9892 -2.9045
O 0.4515 -2.2334 -2.0172
H 2.8980 -5.1517 -2.0111
H 1.2609 -5.1437 -1.3476
H 2.5186 -4.1551 -0.6024
H 1.9193 -4.3993 -4.7752
H 0.9210 -2.9675 -5.0494
H 0.2369 -4.3804 -4.2414
H 4.0499 -2.5504 -3.2421
H 3.4337 -1.5003 -1.9614
H 2.9778 -1.1991 -3.6322
```

## Properties
Multiplicity ... 5
Energy relative to the best compared isomer or geometry (same formula, charge and spin) ... 0.000 eV
HOMO (spin up / spin down) ... -8.41 / -8.36 eV
Expectation value of S² ... 6.0099
Net charge ... 0
Orbital gap (spin up / spin down) ... 0.3229 / 0.3177 Eh


(4)
Here is the ion C34H28F3Si with charge +1 at a distorted geometry from the Open Molecules 2025 dataset. Energies are from ωB97M-V/def2-TZVPD.

```
66
Properties=species:S:1:pos:R:3
C -1.1983 -1.8910 4.4312
C -1.0589 -0.4896 4.5000
C -0.1687 0.1674 3.6304
C 0.6131 -0.5579 2.7134
Si 1.7338 0.2604 1.4951
C 2.0196 2.0276 2.0137
C 3.1611 2.4286 2.7312
C 3.2664 3.7678 3.1299
C 2.2328 4.6713 2.8452
C 1.0897 4.2475 2.1469
C 0.9708 2.9145 1.7305
C 3.3946 -0.5181 1.7648
C 3.7576 -1.0663 3.0191
C 5.0607 -1.5785 3.1972
C 6.0006 -1.4745 2.1595
C 5.6552 -0.8668 0.9449
C 4.3606 -0.3528 0.7565
C 1.1470 0.2246 -0.3134
C -0.0434 -0.5552 -0.7031
C -1.3037 -0.1070 -1.2101
C 0.5543 -1.9691 2.7433
C -0.3639 -2.6464 3.5687
H -1.9765 -2.4076 4.9991
H -1.6513 0.0929 5.2275
H -0.0902 1.2514 3.6920
H 3.9341 1.6935 3.0181
H 4.1450 4.0841 3.6934
H 2.3229 5.7174 3.1448
H 0.2634 4.9242 1.9513
H 0.0560 2.5621 1.2327
H 3.0529 -1.0494 3.8826
H 5.3118 -2.0531 4.1555
H 7.0060 -1.8571 2.3112
H 6.3774 -0.7863 0.1318
H 4.0974 0.2304 -0.1432
H 1.1745 1.2298 -0.7616
H 2.0034 -0.3290 -0.7374
H 0.1519 -1.6401 -0.8134
H -2.0597 -0.9014 -1.0147
H -1.5582 0.9417 -0.8643
H 1.2200 -2.5650 2.1169
H -0.4314 -3.7519 3.5204
F -6.8991 0.3572 -4.0609
C -5.9090 0.3183 -3.1078
C -6.3434 0.3201 -1.7757
C -5.3286 0.4303 -0.8450
F -5.6102 0.4072 0.4904
C -3.9765 0.4977 -1.1784
C -3.5645 0.3654 -2.5015
C -2.0584 0.2086 -2.7075
C -1.7529 -0.6602 -3.9417
C -0.4092 -0.8407 -4.1473
C 0.1131 -1.5224 -5.2310
C -0.7395 -2.1165 -6.1846
C -2.1026 -2.0468 -5.9430
F -2.9673 -2.7334 -6.7764
C -2.6572 -1.4042 -4.8068
C -4.5637 0.3151 -3.4827
H -7.3887 0.3196 -1.4944
H -3.3154 0.5359 -0.3404
H -1.6226 1.2193 -2.9987
H 0.2444 -0.4203 -3.4023
H 1.1758 -1.6307 -5.3217
H -0.4018 -2.6423 -7.0703
H -3.7460 -1.5536 -4.6731
H -4.4068 0.2532 -4.5367
```

## Properties
Energy relative to the best compared isomer or geometry (same formula, charge and spin) ... 0.735 eV
HOMO ... -11.74 eV
Net charge ... +1
Orbital gap ... 0.2192 Eh


(5)
Here is a cluster of 2 separate species, C8H12 in total at a distorted geometry from the Open Molecules 2025 dataset. Energies are from ωB97M-V/def2-TZVPD.

```
20
Properties=species:S:1:pos:R:3
C 2.6201 -0.7785 0.2462
C 1.6085 -0.3091 -0.4232
C 0.6449 0.3486 -1.0015
C 0.9214 1.6101 -1.6132
C -0.8224 -0.0956 -0.6623
C -1.4099 0.4355 0.6659
H 2.7479 -0.3897 1.2029
H 3.2054 -1.6135 -0.0587
H 0.3377 1.6660 -2.4646
H 1.9721 1.7163 -1.7938
H 0.5043 2.4242 -0.8633
H -0.9715 -1.0799 -0.4763
H -1.3837 0.3050 -1.4879
H -0.7366 0.0832 1.4929
H -2.3240 -0.1312 0.8741
H -1.7935 1.4106 0.5130
C -1.3424 -2.4421 2.6647
C -0.2995 -2.3905 2.0519
H -2.1221 -2.5060 3.3517
H 0.6608 -2.0835 1.7621
```

## Properties
Energy relative to the best compared isomer or geometry (same formula, charge and spin) ... 4.192 eV
Structure (SMILES) ... C=C=C(C)CC.C#C
HOMO ... -8.94 eV
Net charge ... 0
Orbital gap ... 0.3673 Eh


(6)
Here is a structure of composition C22H20AsN3O9S3Zn from the Open Molecules 2025 dataset. Energies are from ωB97M-V/def2-TZVPD.

```
59
Properties=species:S:1:pos:R:3
Zn -0.3438 -0.3634 1.5036
O -1.2256 3.2925 2.5243
C -0.7916 2.1622 2.7704
O -0.0517 1.5075 1.9552
C -1.0734 1.5763 4.1527
C -1.3494 2.5477 5.1212
C -1.5918 2.2457 6.4465
C -1.5769 0.9099 6.8324
C -1.3224 -0.0672 5.8948
C -1.0595 0.2176 4.5393
S -0.7976 -1.2331 3.5668
H -1.3710 3.5728 4.7765
H -1.7930 3.0336 7.1633
H -1.7673 0.6281 7.8630
H -1.3207 -1.1096 6.1905
O -1.0441 -1.0689 -0.2858
N -0.3651 -1.9826 -0.9658
C 0.1627 -3.0234 -0.2823
C 0.8745 -4.0166 -0.8943
C 1.0394 -3.9466 -2.2816
C 0.4790 -2.9044 -2.9685
C -0.2570 -1.8714 -2.3336
S -0.9366 -0.5800 -3.1968
H -0.0049 -2.9860 0.7839
H 1.3074 -4.8024 -0.2937
H 1.6123 -4.7013 -2.8074
H 0.5820 -2.8146 -4.0407
C -3.9654 1.3507 -1.7597
As -3.0259 1.8574 -0.1492
C -1.2502 2.2310 -0.7718
C -3.7339 3.5868 0.3459
S -3.2972 0.4541 1.3747
H -3.9047 2.1487 -2.5011
H -5.0025 1.1318 -1.5121
H -3.4677 0.4587 -2.1412
H -1.3194 2.9454 -1.5940
H -0.8358 1.2937 -1.1430
H -0.6696 2.6247 0.0588
H -3.6218 4.2939 -0.4776
H -3.1549 3.9079 1.2114
H -4.7832 3.4746 0.6145
O 3.3282 -2.1070 1.0371
C 2.5895 -1.3293 0.4358
O 1.5628 -0.7166 0.8311
C 2.9031 -1.0610 -1.0429
C 3.7224 -1.9380 -1.7369
C 3.9172 -1.7455 -3.0935
C 3.3467 -0.6941 -3.7881
C 2.5634 0.1763 -3.0591
C 2.3136 0.0064 -1.7084
N 1.9839 1.3360 -3.7619
O 1.4718 2.2033 -3.0909
O 2.0872 1.3696 -4.9758
N 4.7503 -2.6976 -3.8411
O 5.1800 -3.6701 -3.2504
O 4.9701 -2.4677 -5.0181
H 4.1765 -2.7615 -1.2057
H 3.5006 -0.5592 -4.8456
H 1.6511 0.6740 -1.1748
```

## Properties
Energy relative to the best compared isomer or geometry (same formula, charge and spin) ... 0.000 eV
HOMO ... -2.21 eV
Net charge ... -2
Orbital gap ... 0.2115 Eh


(7)
Here is a cluster of 6 separate species, CH14O6 in total at a distorted geometry from the Open Molecules 2025 dataset. Energies are from ωB97M-V/def2-TZVPD.

```
21
Properties=species:S:1:pos:R:3
C -0.0524 -1.0125 2.0534
O 0.1566 -0.0040 1.2015
H 0.6781 -1.8515 1.9938
H -1.0928 -1.4802 2.0419
H 0.0629 -0.6364 3.1106
H -0.3080 0.7386 1.4370
O -2.3504 0.3442 -0.4390
H -2.2256 -0.5686 -0.7801
H -3.1376 0.2569 0.1018
O -0.9670 -2.3928 -2.0497
H -0.0157 -2.5779 -2.2911
H -1.4447 -2.0913 -2.7667
O 1.8417 -0.2804 -2.4479
H 2.2832 0.4321 -2.9492
H 2.4525 -0.2214 -1.6875
O -1.3132 2.9156 0.7665
H -1.4549 2.0231 0.4367
H -2.0184 3.4199 0.3958
O 3.1162 0.9393 0.2702
H 3.4978 1.4831 0.9540
H 2.2918 0.5642 0.6479
```

## Properties
Energy relative to the best compared isomer or geometry (same formula, charge and spin) ... 1.336 eV
Structure (SMILES) ... CO.O.O.O.O.O
HOMO ... -10.34 eV
Net charge ... 0
Orbital gap ... 0.4000 Eh


(8)
Here is a cluster of 2 separate species, C5H15NO in total at a distorted geometry from the Open Molecules 2025 dataset. Energies are from ωB97M-V/def2-TZVPD.

```
22
Properties=species:S:1:pos:R:3
C -0.2987 1.6860 -1.5285
C -1.0598 2.0339 -0.2730
N -1.0923 0.8941 0.8102
C 0.2549 0.6272 1.2082
C -1.7538 -0.3001 0.3631
C -0.9941 -1.3912 -0.4636
H -0.4486 0.6114 -1.8927
H 0.7127 1.7362 -1.5673
H -0.6814 2.3202 -2.3352
H -0.5700 2.8286 0.2022
H -2.0716 2.3955 -0.4166
H 0.3500 -0.3874 1.6214
H 1.0106 0.5918 0.3348
H 0.6989 1.2717 1.8850
H -2.1033 -0.7789 1.2742
H -2.5208 0.0414 -0.5200
H -1.5799 -1.4755 -1.3746
H 0.0169 -1.0273 -0.7367
H -1.0907 -2.4146 0.1215
O 4.7796 -3.2887 0.9972
H 4.5274 -2.3419 0.9576
H 3.9141 -3.6324 1.3328
```

## Properties
Energy relative to the best compared isomer or geometry (same formula, charge and spin) ... 2.728 eV
Structure (SMILES) ... CCN(C)CC.O
HOMO ... -8.48 eV
Net charge ... 0
Orbital gap ... 0.3298 Eh


These records have E_tot values of -3038.6561, -1865.5199, -3095.5926, -1901.1505, -311.8323, -6901.4654, -497.8918, -329.4074 a.u., in the order they appear.